Entry from the OMol25 dataset: a molecular structure, C26H72F6NO16S2Zn (the ωB97M-V functional and the def2-TZVPD basis).

* total charge: +1
* E_tot: -5466.777253 Ha
* multiplicity: 1
* max |F|: 4.7 eV/Å

Last column: Mulliken charge in e.
Geometry (Å):
1 Zn 2.64 0.98 2.14  0.240
2 C -0.96 1.79 0.20  0.229
3 F -2.13 1.60 -0.36  0.003
4 F -0.18 2.15 -0.74  -0.185
5 F -0.95 2.81 1.10  -0.142
6 S -0.26 0.16 0.99  -0.593
7 O -0.49 0.38 2.43  -0.084
8 O -0.94 -0.94 0.35  0.402
9 N 1.50 0.23 0.86  1.222
10 S 1.78 -0.28 -0.65  -0.211
11 O 0.71 -0.21 -1.58  -0.596
12 O 2.99 0.24 -1.23  -0.208
13 C 2.07 -2.18 -0.43  0.380
14 F 3.20 -2.35 0.11  -0.198
15 F 1.05 -2.67 0.34  0.058
16 F 2.16 -2.73 -1.65  -0.053
17 C 4.10 -5.04 -2.70  -0.586
18 C 3.08 -5.67 -3.62  -0.342
19 O 1.79 -5.28 -3.23  -0.429
20 H 3.56 -4.73 -1.81  -0.111
21 H 4.48 -4.15 -3.20  0.251
22 H 4.94 -5.71 -2.52  0.372
23 H 3.08 -6.76 -3.73  0.325
24 H 3.35 -5.34 -4.63  0.259
25 H 1.48 -4.56 -3.80  0.237
26 C -1.86 -2.89 2.67  0.225
27 C -2.86 -2.23 3.61  -0.234
28 O -2.79 -2.84 4.89  -0.543
29 H -1.97 -3.96 2.86  0.367
30 H -0.84 -2.54 2.82  -0.309
31 H -1.91 -2.71 1.60  -0.132
32 H -3.83 -2.31 3.11  0.356
33 H -2.67 -1.16 3.66  -0.123
34 H -3.29 -3.66 4.77  0.388
35 C -5.22 0.63 -0.79  -1.044
36 C -4.60 -0.44 0.09  1.001
37 O -4.86 -1.69 -0.50  -0.584
38 H -5.19 1.57 -0.24  0.109
39 H -6.29 0.44 -0.79  0.404
40 H -4.68 0.69 -1.74  0.223
41 H -4.99 -0.48 1.11  0.190
42 H -3.51 -0.36 0.13  -0.684
43 H -4.00 -2.09 -0.65  0.430
44 C 4.73 3.05 -0.72  -0.906
45 C 4.18 3.52 0.59  -0.389
46 O 2.98 2.72 0.78  -0.082
47 H 3.96 3.04 -1.49  0.274
48 H 5.07 2.01 -0.69  0.156
49 H 5.53 3.69 -1.10  0.495
50 H 3.78 4.53 0.53  0.238
51 H 4.76 3.56 1.51  0.442
52 H 2.52 2.94 -0.03  -0.007
53 C 2.90 -2.73 3.90  -0.901
54 C 3.08 -1.19 4.37  -0.498
55 O 2.16 -0.34 3.70  -0.114
56 H 3.59 -3.45 4.34  0.456
57 H 2.98 -2.85 2.82  0.082
58 H 1.88 -3.08 4.04  0.315
59 H 4.12 -0.88 4.24  0.391
60 H 3.02 -1.13 5.46  0.339
61 H 1.32 -0.42 4.16  0.107
62 C -2.04 -2.08 -3.95  -0.956
63 C -1.82 -3.01 -2.73  0.128
64 O -2.37 -2.46 -1.50  -0.478
65 H -1.74 -2.34 -4.96  0.390
66 H -1.42 -1.22 -3.70  0.047
67 H -3.07 -1.73 -3.87  0.288
68 H -0.79 -3.35 -2.59  -0.022
69 H -2.32 -3.93 -3.02  0.387
70 H -1.76 -1.93 -0.98  0.303
71 C -0.01 -5.86 -0.08  -0.855
72 C 0.20 -5.71 1.42  0.316
73 O -0.96 -6.31 1.98  -0.546
74 H -1.02 -5.53 -0.31  0.209
75 H 0.01 -6.90 -0.40  0.420
76 H 0.75 -5.23 -0.55  -0.067
77 H 0.28 -4.66 1.67  -0.239
78 H 1.09 -6.22 1.79  0.422
79 H -0.70 -6.71 2.81  0.306
80 C -0.70 2.84 4.40  -0.724
81 C 0.83 2.64 4.38  -0.360
82 O 1.30 2.57 3.00  -0.120
83 H -1.03 3.64 3.73  0.327
84 H -0.92 2.99 5.46  0.536
85 H -1.29 1.98 4.10  -0.226
86 H 1.08 1.70 4.87  0.226
87 H 1.21 3.57 4.81  0.323
88 H 0.94 3.32 2.50  0.190
89 C -3.95 2.66 3.09  -0.485
90 C -4.24 1.74 4.29  -0.372
91 O -5.12 2.54 5.13  -0.580
92 H -4.74 2.79 2.36  0.578
93 H -3.19 2.12 2.51  -0.236
94 H -3.64 3.68 3.30  0.292
95 H -3.37 1.41 4.85  0.242
96 H -4.70 0.78 4.07  0.268
97 H -5.88 2.71 4.57  0.332
98 C 0.25 3.84 -4.30  -1.099
99 C 0.74 2.37 -4.27  0.319
100 O -0.28 1.42 -4.51  -0.396
101 H -0.53 4.04 -5.04  0.400
102 H 1.07 4.53 -4.50  0.313
103 H -0.25 3.94 -3.34  0.181
104 H 1.06 2.17 -3.25  -0.184
105 H 1.53 2.37 -5.01  0.221
106 H -0.77 1.73 -5.27  0.287
107 C 4.97 1.04 -4.02  -0.949
108 C 5.07 2.50 -4.46  0.189
109 O 6.13 2.67 -5.34  -0.585
110 H 3.97 0.89 -3.62  -0.010
111 H 5.72 0.79 -3.27  0.374
112 H 5.13 0.34 -4.84  0.493
113 H 5.43 3.14 -3.65  0.089
114 H 4.17 2.87 -4.95  0.130
115 H 6.77 1.96 -5.21  0.299
116 C -3.00 5.09 -1.54  -0.561
117 C -4.01 5.43 -0.52  -0.106
118 O -5.01 6.31 -1.01  -0.555
119 H -3.42 4.66 -2.45  0.266
120 H -2.21 4.39 -1.27  -0.047
121 H -2.71 6.13 -1.66  0.373
122 H -3.61 5.78 0.43  0.250
123 H -4.52 4.49 -0.30  0.036
124 H -5.88 5.91 -0.97  0.329

=====

Entry from the OMol25 dataset: 7 unconnected molecules or ions with the total composition C26H72N6O7 (the ωB97M-V functional and the def2-TZVPD basis).

* SMILES: COC[C@H](C)N.COC[C@H](C)N.COC[C@H](C)N.COC[C@H](C)N.COC[C@H](C)N.COC[C@H](C)N.CCO
* E_tot: -1888.865313 Ha
* multiplicity: 1
* max |F|: 1.7 eV/Å

Last column: Mulliken charge in e.
Geometry (Å):
1 C 2.32 -21.90 0.39  -0.788
2 O 2.82 -21.51 1.63  -0.313
3 C 4.05 -20.85 1.66  -0.628
4 C 4.61 -20.80 3.08  0.461
5 C 3.62 -20.16 4.04  -1.242
6 N 5.84 -20.00 3.05  -0.108
7 H 1.26 -22.11 0.46  0.257
8 H 2.88 -22.77 0.02  0.297
9 H 2.39 -21.12 -0.38  0.315
10 H 4.78 -21.39 1.03  0.390
11 H 3.91 -19.83 1.28  0.262
12 H 4.76 -21.81 3.49  0.152
13 H 2.64 -20.63 3.95  0.548
14 H 3.47 -19.09 3.86  0.089
15 H 4.00 -20.25 5.06  0.258
16 H 6.58 -20.59 2.68  0.307
17 H 6.09 -19.74 4.00  -0.249
18 C 5.26 -14.16 0.04  -0.510
19 O 6.62 -14.45 0.24  -0.351
20 C 7.01 -15.77 -0.05  -0.824
21 C 6.48 -16.77 0.99  0.990
22 C 7.06 -16.50 2.37  -0.519
23 N 6.89 -18.12 0.60  -0.797
24 H 5.16 -13.08 0.16  0.272
25 H 4.59 -14.65 0.74  0.066
26 H 4.92 -14.47 -0.95  0.343
27 H 6.56 -16.03 -1.02  0.416
28 H 8.09 -15.86 -0.15  0.342
29 H 5.39 -16.69 1.09  -0.050
30 H 8.14 -16.56 2.42  0.473
31 H 6.67 -17.20 3.12  -0.519
32 H 6.61 -15.56 2.72  0.305
33 H 6.63 -18.40 -0.34  0.298
34 H 6.42 -18.79 1.20  0.116
35 C 3.53 -15.50 7.34  0.011
36 O 2.30 -15.89 6.77  -0.457
37 C 2.38 -16.55 5.52  -0.369
38 C 2.97 -15.61 4.41  0.440
39 C 2.23 -15.68 3.09  -1.329
40 N 4.37 -15.91 4.11  -0.005
41 H 4.34 -16.22 7.30  -0.448
42 H 3.29 -15.17 8.35  0.420
43 H 3.91 -14.62 6.81  0.268
44 H 3.00 -17.45 5.55  0.041
45 H 1.37 -16.90 5.32  0.338
46 H 2.91 -14.59 4.80  0.426
47 H 2.57 -14.90 2.41  0.271
48 H 1.15 -15.58 3.17  0.248
49 H 2.37 -16.68 2.66  0.284
50 H 4.99 -16.06 4.91  -0.090
51 H 4.39 -16.77 3.56  -0.066
52 C -1.56 -13.87 4.34  -0.166
53 O -2.43 -13.42 3.32  -0.366
54 C -3.21 -12.32 3.73  -0.707
55 C -3.84 -11.71 2.50  0.423
56 C -2.81 -11.34 1.43  -1.342
57 N -4.65 -10.52 2.87  -0.659
58 H -2.07 -13.86 5.31  -0.091
59 H -0.70 -13.21 4.43  0.244
60 H -1.31 -14.91 4.14  0.232
61 H -3.91 -12.58 4.53  0.384
62 H -2.55 -11.55 4.17  0.328
63 H -4.51 -12.44 2.05  0.193
64 H -2.02 -10.69 1.80  0.264
65 H -3.34 -10.79 0.65  0.425
66 H -2.39 -12.25 1.01  0.322
67 H -4.18 -9.98 3.58  0.251
68 H -4.78 -9.95 2.04  0.251
69 C 7.28 -14.77 6.37  -1.063
70 O 6.61 -15.99 6.15  -0.110
71 C 7.44 -17.14 6.06  -1.772
72 C 6.60 -18.41 6.16  3.332
73 C 5.93 -18.62 7.52  -1.700
74 N 7.45 -19.55 5.84  -0.714
75 H 6.62 -13.93 6.16  0.291
76 H 8.09 -14.57 5.65  0.326
77 H 7.58 -14.76 7.41  0.323
78 H 7.81 -17.09 5.03  0.313
79 H 8.26 -17.11 6.78  0.645
80 H 5.81 -18.24 5.41  -1.308
81 H 6.67 -19.02 8.23  0.412
82 H 5.15 -19.38 7.58  0.317
83 H 5.58 -17.68 7.98  0.005
84 H 8.23 -19.54 6.50  0.368
85 H 7.00 -20.43 6.02  0.276
86 C 0.36 -12.78 7.81  -0.814
87 O -1.03 -12.61 7.93  -0.146
88 C -1.44 -12.62 9.28  -0.830
89 C -2.96 -12.37 9.29  0.339
90 C -3.80 -13.46 8.62  -1.172
91 N -3.21 -11.05 8.63  -0.783
92 H 0.73 -13.71 8.27  0.357
93 H 0.95 -11.98 8.27  0.367
94 H 0.63 -12.82 6.76  0.111
95 H -1.34 -13.55 9.85  0.351
96 H -0.91 -11.83 9.82  0.410
97 H -3.22 -12.22 10.34  0.336
98 H -3.60 -14.41 9.14  0.349
99 H -3.59 -13.68 7.58  0.137
100 H -4.85 -13.21 8.78  0.411
101 H -2.75 -11.15 7.72  0.301
102 H -4.20 -11.05 8.40  0.281
103 C 3.77 -15.98 11.95  -1.140
104 C 3.61 -17.05 10.88  0.464
105 O 4.11 -18.28 11.35  -0.547
106 H 3.89 -14.95 11.61  0.341
107 H 4.69 -16.18 12.50  0.331
108 H 2.93 -16.05 12.64  0.288
109 H 4.01 -16.69 9.92  -0.249
110 H 2.56 -17.13 10.55  0.243
111 H 4.22 -18.84 10.58  0.301

=====

Entry from the OMol25 dataset: 7 unconnected molecules or ions with the total composition C26H72N6O8 (the ωB97M-V functional and the def2-TZVPD basis).

* SMILES: COC[C@H](C)N.COC[C@H](C)N.COC[C@H](C)N.COC[C@H](C)N.COC[C@H](C)N.COC[C@H](C)N.OCCO
* E_tot: -1963.950605 Ha
* multiplicity: 1
* max |F|: 4.0 eV/Å

Last column: Mulliken charge in e.
Geometry (Å):
1 C 8.48 4.27 0.72  -0.808
2 O 8.14 3.03 0.03  -0.321
3 C 7.06 2.29 0.64  -0.702
4 C 6.61 1.36 -0.46  0.582
5 C 6.15 2.08 -1.80  -1.311
6 N 5.47 0.60 -0.02  -0.643
7 H 8.49 4.18 1.81  0.322
8 H 7.83 5.14 0.66  0.314
9 H 9.51 4.43 0.38  0.264
10 H 7.49 1.81 1.53  0.381
11 H 6.26 2.98 0.92  0.353
12 H 7.40 0.64 -0.69  0.165
13 H 5.22 2.65 -1.83  0.338
14 H 5.91 1.29 -2.52  0.352
15 H 6.91 2.79 -2.14  0.317
16 H 5.57 0.11 0.85  0.183
17 H 5.18 0.01 -0.79  0.219
18 C -2.42 1.69 -0.10  -0.730
19 O -1.73 0.77 0.65  -0.283
20 C -0.82 0.00 -0.21  -0.707
21 C -0.61 -1.30 0.70  0.485
22 C 0.27 -2.35 0.02  -1.505
23 N -1.90 -1.92 1.00  -0.731
24 H -3.06 2.09 0.69  0.202
25 H -3.13 1.25 -0.80  0.314
26 H -1.74 2.42 -0.52  0.296
27 H -1.27 -0.28 -1.16  0.338
28 H 0.04 0.66 -0.36  0.420
29 H -0.07 -1.20 1.65  0.230
30 H 0.56 -3.19 0.65  0.358
31 H 1.24 -1.95 -0.27  0.383
32 H 0.03 -2.64 -1.00  0.366
33 H -2.46 -1.11 1.23  0.312
34 H -2.33 -2.19 0.13  0.252
35 C -4.35 -2.30 -5.13  -0.720
36 O -4.57 -3.67 -5.53  -0.307
37 C -3.64 -4.13 -6.49  -0.665
38 C -3.78 -5.71 -6.38  0.381
39 C -3.31 -6.43 -5.07  -1.164
40 N -2.83 -6.14 -7.42  -0.762
41 H -3.32 -1.96 -5.18  0.326
42 H -4.62 -2.40 -4.08  0.238
43 H -4.98 -1.61 -5.70  0.249
44 H -3.99 -3.80 -7.46  0.296
45 H -2.61 -3.93 -6.19  0.408
46 H -4.76 -6.10 -6.65  0.333
47 H -3.62 -7.47 -4.93  0.316
48 H -3.67 -5.89 -4.20  0.320
49 H -2.23 -6.53 -5.05  0.228
50 H -3.02 -5.70 -8.31  0.270
51 H -1.95 -5.68 -7.24  0.254
52 C 4.72 -3.55 3.28  -0.851
53 O 5.89 -3.44 2.50  -0.211
54 C 6.94 -4.22 3.10  -0.880
55 C 7.73 -4.79 1.92  0.625
56 C 6.97 -5.75 1.03  -1.382
57 N 8.89 -5.47 2.39  -0.824
58 H 3.98 -2.79 3.01  0.224
59 H 4.77 -3.49 4.37  0.341
60 H 4.29 -4.54 3.15  0.349
61 H 7.64 -3.64 3.72  0.301
62 H 6.64 -5.02 3.78  0.471
63 H 8.26 -4.05 1.33  0.327
64 H 5.95 -5.50 0.77  0.304
65 H 6.83 -6.72 1.51  0.300
66 H 7.67 -5.89 0.21  0.333
67 H 8.54 -5.94 3.21  0.292
68 H 9.43 -4.75 2.85  0.278
69 C -7.64 2.37 2.72  -0.616
70 O -7.53 1.43 3.78  -0.325
71 C -7.16 1.83 5.10  -0.764
72 C -5.66 2.14 5.23  0.824
73 C -4.83 0.87 5.13  -1.532
74 N -5.36 2.79 6.51  -0.775
75 H -6.62 2.61 2.43  0.215
76 H -8.16 3.31 2.94  0.303
77 H -8.22 1.90 1.94  0.225
78 H -7.74 2.70 5.38  0.340
79 H -7.43 1.08 5.85  0.313
80 H -5.16 2.89 4.61  0.232
81 H -5.20 0.14 4.40  0.318
82 H -4.78 0.37 6.09  0.403
83 H -3.76 1.00 4.91  0.378
84 H -4.35 2.84 6.61  0.248
85 H -5.76 3.71 6.59  0.213
86 C -3.65 7.99 0.21  -0.622
87 O -3.75 9.44 -0.04  -0.410
88 C -4.90 10.01 0.55  -0.697
89 C -4.52 10.38 2.01  0.470
90 C -5.71 10.97 2.79  -1.257
91 N -3.40 11.25 2.06  -0.693
92 H -3.23 7.91 1.21  0.259
93 H -2.98 7.44 -0.44  0.250
94 H -4.67 7.61 0.14  0.293
95 H -5.30 10.86 -0.01  0.390
96 H -5.76 9.34 0.48  0.308
97 H -4.23 9.47 2.53  0.174
98 H -5.70 12.05 2.62  0.304
99 H -5.65 10.80 3.87  0.299
100 H -6.70 10.65 2.47  0.350
101 H -2.77 10.89 1.36  0.312
102 H -3.64 12.15 1.66  0.269
103 O 2.27 -7.75 -2.92  -0.523
104 C 3.36 -7.24 -3.71  -0.345
105 C 3.36 -7.78 -5.12  -0.351
106 O 2.16 -7.63 -5.88  -0.497
107 H 1.39 -7.63 -3.28  0.296
108 H 3.24 -6.16 -3.59  0.280
109 H 4.27 -7.46 -3.15  0.289
110 H 3.57 -8.83 -4.92  0.252
111 H 4.20 -7.42 -5.72  0.301
112 H 1.93 -6.72 -6.08  0.296

=====

Entry from the OMol25 dataset: 8 unconnected molecules or ions with the total composition C26H73N5O11 (the ωB97M-V functional and the def2-TZVPD basis).

* total charge: -1
* E_tot: -2135.470905 Ha
* multiplicity: 2
* max |F|: 4.4 eV/Å

Last column: Mulliken spin population.
Geometry (Å):
1 C 1.15 -1.11 8.70  0.032
2 C 0.18 -0.51 7.67  -0.124
3 C 0.79 -0.19 6.27  0.423
4 O -0.23 0.55 5.52  -0.375
5 C 0.24 0.77 4.22  0.394
6 N -1.03 -1.27 7.45  0.022
7 H 0.57 -1.58 9.49  0.003
8 H 1.68 -0.27 9.14  -0.007
9 H 1.83 -1.90 8.37  -0.014
10 H -0.08 0.44 8.15  -0.003
11 H 1.13 -1.12 5.81  -0.056
12 H 1.79 0.23 6.24  0.151
13 H 0.10 -0.10 3.58  0.002
14 H 1.31 0.98 4.11  -0.053
15 H -0.23 1.67 3.84  0.008
16 H -0.86 -2.02 6.79  -0.017
17 H -1.49 -0.62 6.83  0.010
18 C 4.99 0.14 -0.17  -0.445
19 C 4.64 -1.04 -1.04  -0.516
20 C 5.48 -2.34 -0.73  1.223
21 O 5.11 -3.24 -1.78  -0.545
22 C 5.76 -4.45 -1.72  0.257
23 N 3.24 -1.33 -0.80  -0.018
24 H 5.17 -0.03 0.89  -0.538
25 H 4.46 1.08 -0.35  0.803
26 H 6.01 0.35 -0.50  -0.033
27 H 4.67 -0.69 -2.07  0.125
28 H 5.32 -2.81 0.24  -0.245
29 H 6.56 -2.28 -0.85  0.298
30 H 5.32 -5.03 -2.53  -0.003
31 H 5.94 -4.82 -0.70  -0.043
32 H 6.77 -4.36 -2.13  -0.009
33 H 3.11 -2.33 -0.80  0.032
34 H 3.20 -1.19 0.20  -0.049
35 C -3.87 1.37 2.06  -0.019
36 C -4.91 0.88 3.07  0.024
37 C -5.73 -0.26 2.46  0.024
38 O -6.69 -0.76 3.35  -0.004
39 C -7.50 -1.86 2.92  0.006
40 N -4.12 0.31 4.15  -0.039
41 H -2.96 1.80 2.47  0.025
42 H -4.38 1.94 1.28  -0.012
43 H -3.40 0.47 1.66  0.027
44 H -5.61 1.66 3.36  0.008
45 H -5.07 -0.96 1.95  -0.003
46 H -6.45 0.28 1.85  0.003
47 H -7.00 -2.83 2.81  -0.002
48 H -7.99 -1.55 2.00  0.001
49 H -8.33 -2.12 3.58  -0.003
50 H -3.61 1.10 4.52  0.003
51 H -4.82 -0.09 4.76  0.005
52 C 7.05 4.37 -0.22  0.080
53 C 5.64 5.04 -0.39  -0.146
54 C 4.51 3.94 -0.24  0.035
55 O 3.27 4.53 -0.54  -0.138
56 C 2.08 3.96 -0.07  0.106
57 N 5.55 6.10 0.63  0.008
58 H 7.74 5.18 -0.46  -0.014
59 H 7.01 3.59 -0.97  0.011
60 H 7.06 3.75 0.67  -0.022
61 H 5.69 5.45 -1.40  -0.012
62 H 4.58 3.51 0.76  -0.033
63 H 4.58 3.02 -0.82  0.253
64 H 1.95 3.20 -0.84  0.038
65 H 1.26 4.67 -0.07  0.061
66 H 2.14 3.65 0.98  0.029
67 H 4.56 6.06 0.85  0.006
68 H 5.89 6.95 0.21  -0.006
69 C -3.62 -3.18 -1.52  -0.133
70 C -2.41 -3.57 -2.18  0.239
71 C -2.41 -4.32 -3.57  0.118
72 O -2.63 -5.67 -3.24  -0.070
73 C -3.23 -6.43 -4.23  0.014
74 N -1.66 -2.33 -2.21  -0.653
75 H -4.33 -2.84 -2.26  -0.002
76 H -3.42 -2.40 -0.78  0.131
77 H -4.03 -4.12 -1.15  -0.031
78 H -1.79 -4.24 -1.59  0.010
79 H -1.41 -4.30 -4.02  -0.019
80 H -3.05 -3.88 -4.33  0.029
81 H -4.27 -6.17 -4.46  0.002
82 H -3.18 -7.49 -4.00  -0.001
83 H -2.83 -6.33 -5.24  -0.005
84 H -0.67 -2.48 -2.31  0.147
85 H -1.94 -1.64 -2.89  0.074
86 C -0.47 0.89 0.70  -1.506
87 C -0.11 -0.06 -0.41  1.891
88 O 0.94 0.48 -1.30  -0.499
89 O -1.18 2.02 0.09  0.048
90 H 0.35 1.52 1.03  0.145
91 H -1.00 0.40 1.51  0.108
92 H -1.06 -0.33 -0.86  -0.079
93 H 0.14 -1.00 0.07  0.043
94 H 1.65 -0.17 -1.34  0.009
95 H -1.22 1.76 -0.84  0.006
96 C -1.23 4.38 -4.01  0.018
97 C -0.31 3.50 -3.13  0.025
98 O -0.81 2.27 -2.80  -0.092
99 O -1.06 4.08 -5.37  -0.044
100 H -0.85 5.40 -3.93  0.002
101 H -2.29 4.30 -3.79  -0.005
102 H -0.29 3.99 -2.16  0.013
103 H 0.71 3.44 -3.53  0.019
104 H -0.03 1.80 -2.48  0.037
105 H -1.59 3.34 -5.66  0.017
106 C -2.60 0.10 -5.33  0.070
107 C -2.78 -1.26 -5.97  0.052
108 O -1.65 -2.14 -6.09  -0.039
109 O -2.12 -0.18 -4.04  -0.130
110 H -3.56 0.62 -5.38  -0.019
111 H -1.78 0.47 -5.94  0.001
112 H -3.06 -1.19 -7.02  0.007
113 H -3.47 -1.84 -5.34  0.016
114 H -1.21 -1.73 -6.83  0.016
115 H -1.88 0.61 -3.55  0.030

=====

ΔE to the lowest compared entry with this formula, charge and spin: 16.76, 32.71, 123.18, 4.31 (kcal per mole)